Record 1
A molecular structure, C7H12N2. Source: OMol25; level of theory: the ωB97M-V functional and the def2-TZVPD basis.

Each line ends with the natural charge from an NBO analysis.
Element x y z (Å)
1 C -2.19165 0.03464 -0.33197  -0.685
2 C -0.73387 -0.38600 -0.24906  0.015
3 C 0.24913 0.32953 0.30960  -0.034
4 C 0.13895 1.65324 0.98962  -0.218
5 C 1.42887 -0.51025 0.13676  -0.129
6 C 0.86969 -1.88692 0.43551  -0.385
7 C 0.14459 -1.56523 -0.86660  -0.105
8 H -2.31535 1.23675 -0.11734  0.281
9 H -2.59327 -0.48349 -1.31249  0.220
10 H -2.91537 -0.45430 0.58157  0.208
11 H 1.30436 1.95889 0.78501  0.138
12 H 0.07402 1.57080 2.02261  0.200
13 H -0.88313 2.87299 -0.38960  0.373
14 H -0.69349 3.51757 1.15032  0.365
15 H 2.38144 -0.45395 0.75035  0.219
16 H 1.67463 -2.81616 0.62384  0.195
17 H 0.12226 -1.98491 1.31266  0.202
18 H -0.42309 -2.37200 -1.43767  0.214
19 H 1.91536 -1.42877 -1.51976  0.333
20 N -0.84418 2.56833 0.56715  -0.832
21 N 1.26095 -0.73653 -1.28037  -0.573

Forces on atoms 1 to 6 (eV/Å):
C -2.02 -0.84 1.00
C -0.26 0.97 -0.21
C -3.36 1.01 1.36
C 4.85 -0.20 -2.33
C 2.21 -0.62 3.08
C -0.45 -3.83 3.11

calculated total energy	-383.22866	a.u.
gap between HOMO and LUMO	9.10	eV
spin multiplicity	1


Record 2
2 unconnected molecules or ions with the total composition C7H12N2O. Source: OMol25; level of theory: the ωB97M-V functional and the def2-TZVPD basis.

Each line ends with the natural charge from an NBO analysis.
Element x y z (Å)
1 C 0.09737 3.14706 -1.17265  -0.073
2 C 0.15809 2.32187 -0.05717  -0.130
3 C 0.66862 1.07933 -0.60662  -0.070
4 C -0.30360 2.53290 1.39478  -0.635
5 C 0.59704 -4.40402 0.01527  -0.541
6 C 0.22217 -2.53759 1.52181  -0.679
7 C 0.48422 -3.08779 0.18769  0.324
8 N 0.24466 2.49688 -2.35336  -0.256
9 N 0.73582 1.29647 -1.98081  -0.324
10 O 0.85272 -2.05531 -0.69162  -0.690
11 H -0.41287 4.09457 -1.20202  0.200
12 H -1.40885 2.81255 1.50221  0.226
13 H 0.03145 1.57729 1.85496  0.218
14 H 0.26384 3.34097 1.98341  0.219
15 H 0.41526 -5.07422 0.88099  0.219
16 H 0.88810 0.16218 -0.15512  0.225
17 H 0.85219 -4.76768 -0.92778  0.196
18 H 0.15178 -1.42473 1.50726  0.230
19 H 1.07236 -2.96780 2.20416  0.237
20 H -0.72874 -3.03446 1.94072  0.234
21 H 1.05922 0.62932 -2.60667  0.396
22 H 1.15265 -2.48873 -1.45625  0.475

Forces on atoms 1 to 6 (eV/Å):
C -2.18 -0.44 -1.48
C 1.21 -2.22 -0.06
C -1.30 3.97 -1.06
C 0.91 0.65 0.16
C -0.60 0.80 0.93
C -0.39 -0.92 2.51

calculated total energy	-458.59061	a.u.
gap between HOMO and LUMO	9.22	eV
SMILES	Cc1cn[nH]c1.C=C(C)O
spin multiplicity	1


Record 3
A gas-phase ion, C7H12N2O2 (charge -2). Source: OMol25; level of theory: the ωB97M-V functional and the def2-TZVPD basis.

Each line ends with the natural charge from an NBO analysis.
Element x y z (Å)
1 C 0.07728 1.56463 0.56479  -0.398
2 C -0.17907 1.13742 -0.88288  -0.398
3 C 0.90215 0.53467 1.35205  -0.438
4 C -1.48227 0.34320 -1.02776  -0.468
5 C 2.27070 0.29359 0.79765  -0.145
6 C -1.50619 -0.96805 -0.26548  0.050
7 C -0.57254 -2.03883 -0.75920  -0.656
8 N 2.57710 -0.84694 0.30125  -0.119
9 N -2.25839 -1.23223 0.74065  -0.137
10 O 3.81367 -1.03860 -0.14230  -0.764
11 O -3.12156 -0.32784 1.19472  -0.775
12 H 0.60458 2.53084 0.58147  0.163
13 H -0.88697 1.68865 1.06537  0.211
14 H -0.23873 2.02966 -1.52832  0.163
15 H 0.67103 0.54126 -1.22465  0.216
16 H 0.98477 0.89497 2.39226  0.165
17 H 0.35255 -0.40586 1.36166  0.237
18 H -2.31147 0.94017 -0.62933  0.224
19 H -1.67815 0.15797 -2.09983  0.165
20 H 2.99210 1.13530 0.86845  0.103
21 H -0.76507 -2.97381 -0.23277  0.201
22 H 0.46970 -1.75555 -0.59300  0.242
23 H -0.71522 -2.20462 -1.83480  0.158

Forces on atoms 1 to 6 (eV/Å):
C 0.10 -0.01 0.01
C -0.14 0.08 -0.07
C -0.06 0.13 0.06
C -0.36 -0.06 0.30
C -0.10 0.50 0.36
C 0.22 0.19 -0.63

total charge	-2
calculated total energy	-533.74139	a.u.
gap between HOMO and LUMO	6.13	eV
SMILES	C/C(CCCC/C=N/[O-])=N/[O-]
spin multiplicity	1


Record 4
2 unconnected molecules or ions with the total composition C7H12N2O2. Source: OMol25; level of theory: the ωB97M-V functional and the def2-TZVPD basis.

Each line ends with the natural charge from an NBO analysis.
Element x y z (Å)
1 C -0.69572 2.51898 -0.00820  -0.412
2 C 1.80320 0.06185 -0.65905  -0.196
3 C 3.00063 -0.48712 -0.01090  0.372
4 C -0.43986 -2.37050 0.03206  -0.716
5 C -1.41086 -1.23897 -0.16969  0.559
6 C -1.97659 -0.55430 1.02781  -0.329
7 C -2.84216 0.45272 0.89634  -0.282
8 H -1.55508 2.78859 -0.64732  0.209
9 H -0.07092 3.41997 0.15501  0.205
10 H -1.07833 2.17278 0.96867  0.209
11 H -0.20957 1.13961 -1.58360  0.377
12 H 1.50770 -0.35394 -1.63018  0.161
13 H 3.50703 -1.28593 -0.59437  0.103
14 H 0.49331 -2.12879 -0.46289  0.244
15 H -0.84257 -3.26616 -0.43930  0.246
16 H -0.25239 -2.57969 1.09314  0.220
17 H -1.66121 -0.90495 2.00255  0.214
18 H -3.13559 0.77189 -0.08532  0.213
19 H -3.26597 0.96120 1.75354  0.205
20 N 0.05846 1.47239 -0.66459  -0.386
21 N 1.12560 0.98479 -0.08242  -0.115
22 O 3.44000 -0.13801 1.06607  -0.520
23 O -1.73459 -0.89084 -1.30996  -0.581

Forces on atoms 1 to 6 (eV/Å):
C 0.00 0.43 0.15
C 0.13 -0.26 -0.33
C 0.17 0.22 0.56
C -0.20 -0.18 0.50
C -0.53 0.49 -1.42
C -0.27 0.20 -0.05

calculated total energy	-533.82577	a.u.
gap between HOMO and LUMO	8.59	eV
SMILES	CN/N=C/C=O.C=CC(C)=O
spin multiplicity	1


Record 5
A molecular structure, C7H12N2O2. Source: OMol25; level of theory: the ωB97M-V functional and the def2-TZVPD basis.

Each line ends with the natural charge from an NBO analysis.
Element x y z (Å)
1 C -3.59963 -0.84007 -0.15008  -0.396
2 C -1.10245 0.07288 -0.03943  0.368
3 C 0.66350 -1.27282 0.07414  -0.220
4 C 1.51740 -0.02648 -0.39103  -0.318
5 C 1.04739 1.02274 0.50394  -0.389
6 C -0.50147 1.40055 0.06332  -0.442
7 C 3.08523 -0.44679 -0.11353  0.826
8 H -3.43208 -1.57341 -1.15355  0.203
9 H -3.45843 -1.65283 0.86402  0.198
10 H -4.44737 -0.31065 -0.25511  0.172
11 H -3.22491 1.24831 0.17499  0.407
12 H 0.72302 -1.50126 1.12988  0.206
13 H 0.95170 -2.29431 -0.59605  0.193
14 H 1.39558 0.12733 -1.27723  0.188
15 H 1.14658 1.01148 1.44137  0.196
16 H 1.52748 2.05250 0.35400  0.199
17 H -0.84909 2.29392 1.07772  0.251
18 H -0.30188 1.89183 -1.10021  0.249
19 H 4.93621 0.38835 -0.31289  0.482
20 N -2.52284 0.32662 -0.08679  -0.670
21 N -0.77537 -1.12233 -0.11121  -0.466
22 O 3.78910 0.52065 -0.55985  -0.678
23 O 3.43235 -1.31620 0.46358  -0.559

Forces on atoms 1 to 6 (eV/Å):
C 6.62 -3.92 0.24
C -7.22 2.81 0.33
C 0.70 -3.06 -3.13
C 2.77 -5.63 11.34
C -1.84 6.16 -7.64
C 5.09 2.81 0.79

calculated total energy	-533.64185	a.u.
gap between HOMO and LUMO	8.69	eV
spin multiplicity	1


Record 6
A molecular structure, C7H12N2O2S. Source: OMol25; level of theory: the ωB97M-V functional and the def2-TZVPD basis.

Each line ends with the natural charge from an NBO analysis.
Element x y z (Å)
1 C -2.77011 -0.32833 -2.37359  -0.817
2 C -1.15490 0.04920 -0.18494  0.167
3 C 0.99269 0.04514 -0.26701  0.049
4 C 2.32431 -0.00878 -1.32350  -0.098
5 C 0.70137 0.00894 1.07232  0.077
6 C 1.73369 0.17482 2.06919  -0.099
7 C -1.69813 0.33733 2.14637  -0.426
8 H -2.08320 -1.18652 -2.50723  0.251
9 H -3.82903 -1.05488 -2.42055  0.253
10 H -2.65283 0.52890 -3.34809  0.254
11 H 2.48876 0.85133 -2.04225  0.201
12 H 3.23645 -0.21203 -0.64599  0.224
13 H 1.18028 -1.35282 -2.40346  0.478
14 H 1.28556 0.65507 2.83137  0.162
15 H 1.98265 -0.77746 2.57715  0.194
16 H 2.35378 1.32417 0.57389  0.465
17 H -1.10187 1.38461 2.51895  0.202
18 H -1.60075 -0.34762 2.99791  0.211
19 H -2.83060 0.39541 1.68787  0.259
20 N -0.21629 -0.02714 -0.97888  -0.524
21 N -0.68055 -0.03318 1.15975  -0.367
22 O 2.13182 -1.36159 -1.97131  -0.735
23 O 2.92448 0.76308 1.55455  -0.697
24 S -2.71760 0.17234 -0.72252  0.316

Forces on atoms 1 to 6 (eV/Å):
C -1.80 -1.90 -3.85
C 1.49 -1.17 3.37
C 0.70 -0.07 -3.23
C -0.82 -3.19 2.70
C 0.16 0.11 -2.31
C 1.69 -2.32 -0.04

calculated total energy	-931.87890	a.u.
gap between HOMO and LUMO	8.65	eV
spin multiplicity	1


Result set for E_LUMO: 0.974 0.538 6.654 -0.125 0.366 0.564 eV, one per record in the order listed.
Result set for HOMO: -0.2987 -0.3191 0.0193 -0.3203 -0.3058 -0.2972 hartree, one per record in the order listed.
Result set for max |F|: 5.379 4.312 0.946 1.590 12.960 5.775 eV/A, one per record in the order listed.